(one)
{
  "formula": "C4H12N2S",
  "method": "ωB97M-V with the def2-TZVPD basis set",
  "lumo_energy_ev": 0.8,
  "spin_multiplicity": 1,
  "homo_ev": -8.77,
  "homo_lumo_gap_ev": 9.581,
  "total_charge": 0,
  "smiles": "C=CCC.NSN",
  "symbols": ["C", "C", "C", "C", "H", "H", "H", "H", "H", "H", "H", "H", "N", "S", "N", "H", "H", "H", "H"],
  "xyz": [[-0.44, -1.49, -0.88], [-1.28, -0.94, -0.02], [-2.17, 0.20, -0.34], [-1.71, 1.48, 0.37], [0.19, -2.32, -0.61], [-0.36, -1.15, -1.89], [-1.33, -1.30, 1.00], [-3.19, -0.03, -0.03], [-2.18, 0.37, -1.42], [-1.71, 1.34, 1.45], [-0.70, 1.72, 0.06], [-2.36, 2.31, 0.12], [2.50, -0.77, 1.20], [2.02, 0.00, -0.26], [3.41, 0.78, -0.79], [1.94, -0.45, 1.97], [2.44, -1.78, 1.13], [3.73, 1.52, -0.17], [4.15, 0.17, -1.07]],
  "nbo_charge": [-0.399, -0.176, -0.435, -0.599, 0.195, 0.194, 0.188, 0.204, 0.201, 0.197, 0.213, 0.206, -1.008, 0.536, -0.996, 0.370, 0.368, 0.370, 0.370]
}


(two)
{
  "formula": "C4H12N2S",
  "method": "ωB97M-V with the def2-TZVPD basis set",
  "lumo_energy_ev": 0.4,
  "spin_multiplicity": 1,
  "homo_ev": -9.22,
  "homo_lumo_gap_ev": 9.594,
  "total_charge": 0,
  "symbols": ["C", "C", "C", "C", "N", "N", "S", "H", "H", "H", "H", "H", "H", "H", "H", "H", "H", "H", "H"],
  "xyz": [[-2.86, 0.58, -0.01], [-1.80, -0.36, -0.43], [-0.49, 0.06, 0.23], [0.70, -0.80, -0.11], [3.63, -0.60, -0.01], [2.23, 1.34, -0.63], [2.27, 0.09, 0.23], [-2.62, 1.67, -0.05], [-3.87, 0.42, -0.38], [-3.07, 0.40, 1.11], [-2.12, -1.47, -0.13], [-1.67, -0.25, -1.61], [-0.73, 0.23, 1.25], [-0.25, 1.08, -0.24], [0.74, -1.62, 0.60], [0.87, -1.25, -1.01], [3.88, -1.56, 0.15], [3.20, 1.69, -0.83], [1.95, 0.34, 1.89]],
  "nbo_charge": [-0.620, -0.386, -0.440, -0.565, -1.163, -1.150, 1.662, 0.216, 0.222, 0.192, 0.202, 0.202, 0.219, 0.241, 0.218, 0.239, 0.388, 0.400, -0.077]
}


(three)
{
  "formula": "C4H12N2S",
  "method": "ωB97M-V with the def2-TZVPD basis set",
  "lumo_energy_ev": 1.0,
  "spin_multiplicity": 1,
  "homo_ev": -8.81,
  "homo_lumo_gap_ev": 9.762,
  "total_charge": 0,
  "smiles": "NC[C@H](N)CCS",
  "symbols": ["N", "C", "C", "N", "C", "C", "S", "H", "H", "H", "H", "H", "H", "H", "H", "H", "H", "H", "H"],
  "xyz": [[-2.37, 0.55, 1.82], [-1.45, -0.42, 1.28], [-1.09, -0.15, -0.20], [-2.06, -0.70, -1.13], [0.27, -0.74, -0.53], [1.46, -0.11, 0.20], [2.58, 0.85, -0.86], [-2.09, 1.02, 2.67], [-3.31, 0.18, 1.89], [-0.54, -0.51, 1.89], [-1.87, -1.44, 1.34], [-1.09, 0.94, -0.31], [-2.37, -1.62, -0.85], [-2.86, -0.10, -1.27], [0.43, -0.77, -1.61], [0.23, -1.80, -0.30], [2.04, -0.86, 0.74], [1.09, 0.63, 0.92], [2.93, -0.16, -1.66]],
  "nbo_charge": [-0.863, -0.229, -0.063, -0.842, -0.428, -0.517, -0.039, 0.371, 0.365, 0.184, 0.171, 0.201, 0.350, 0.368, 0.230, 0.196, 0.216, 0.217, 0.113]
}


Short version: (two) is the least stable of them.


(one)
{
  "formula": "C3H4FN",
  "method": "ωB97M-V with the def2-TZVPD basis set",
  "lumo_energy_ev": 0.6,
  "spin_multiplicity": 1,
  "homo_ev": -11.83,
  "homo_lumo_gap_ev": 12.466,
  "total_charge": 0,
  "smiles": "C[C@@H](F)C#N",
  "symbols": ["C", "C", "F", "C", "N", "H", "H", "H", "H"],
  "xyz": [[1.01, -0.03, 0.01], [-0.48, -0.43, -0.12], [-0.82, -1.69, 0.58], [-1.23, 0.69, 0.29], [-1.93, 1.58, 0.60], [1.33, 0.19, 0.96], [1.21, 0.85, -0.51], [1.73, -0.71, -0.43], [-0.82, -0.45, -1.38]],
  "nbo_charge": [-0.631, 0.121, -0.345, 0.205, -0.262, 0.228, 0.232, 0.230, 0.223]
}


(two)
{
  "formula": "C3H4FN",
  "method": "ωB97M-V with the def2-TZVPD basis set",
  "lumo_energy_ev": -0.1,
  "spin_multiplicity": 1,
  "homo_ev": -10.94,
  "homo_lumo_gap_ev": 10.864,
  "total_charge": 0,
  "symbols": ["C", "C", "C", "H", "H", "H", "H", "N", "F"],
  "xyz": [[-0.05, -0.85, -0.40], [-0.41, 0.62, -0.22], [0.31, 1.04, 1.04], [1.13, -1.02, -1.22], [0.32, -1.23, 1.05], [-1.26, -1.59, -0.80], [-1.39, 0.93, -0.31], [0.96, 0.81, 2.13], [0.40, 1.29, -1.26]],
  "nbo_charge": [-0.684, 0.044, 0.244, 0.311, 0.274, 0.248, 0.224, -0.288, -0.372]
}


(three)
{
  "formula": "C3H4FN",
  "method": "ωB97M-V with the def2-TZVPD basis set",
  "lumo_energy_ev": 1.0,
  "spin_multiplicity": 1,
  "homo_ev": -10.32,
  "homo_lumo_gap_ev": 11.344,
  "total_charge": 0,
  "smiles": "C=CF.C#N",
  "symbols": ["C", "C", "F", "H", "H", "H", "C", "N", "H"],
  "xyz": [[-1.36, -0.32, 0.26], [-0.41, -0.06, -0.59], [-0.41, 1.13, -1.16], [-2.01, 0.46, 0.74], [-1.38, -1.30, 0.54], [0.21, -0.72, -1.03], [2.00, 0.98, 0.83], [2.85, 0.20, 0.70], [1.12, 1.71, 0.74]],
  "nbo_charge": [-0.485, 0.232, -0.339, 0.218, 0.207, 0.171, 0.056, -0.321, 0.260]
}


(four)
{
  "formula": "C3H4FN",
  "method": "ωB97M-V with the def2-TZVPD basis set",
  "lumo_energy_ev": 0.4,
  "spin_multiplicity": 1,
  "homo_ev": -11.38,
  "homo_lumo_gap_ev": 11.775,
  "total_charge": 0,
  "smiles": "N#CCCF",
  "symbols": ["N", "C", "C", "C", "F", "H", "H", "H", "H"],
  "xyz": [[-1.77, -0.06, 1.40], [-1.37, -0.15, 0.20], [-0.24, -0.69, -0.71], [1.20, -0.21, -0.15], [1.40, 1.13, -0.44], [-0.56, -0.58, -1.65], [-0.39, -1.74, -0.63], [1.30, -0.41, 1.12], [2.00, -0.68, -0.69]],
  "nbo_charge": [-0.304, 0.245, -0.509, 0.073, -0.361, 0.235, 0.249, 0.192, 0.179]
}


Short version: (two) is the least stable of them.


(one)
{
  "formula": "C6H9O2",
  "method": "ωB97M-V with the def2-TZVPD basis set",
  "lumo_energy_ev": 1.2,
  "spin_multiplicity": 1,
  "homo_ev": -2.93,
  "homo_lumo_gap_ev": 4.116,
  "total_charge": -1,
  "symbols": ["O", "C", "O", "C", "C", "C", "C", "C", "H", "H", "H", "H", "H", "H", "H", "H", "H"],
  "xyz": [[-3.79, 0.50, -0.09], [-2.72, -0.16, -0.04], [-2.52, -1.34, -0.42], [-1.61, 0.61, 0.56], [-0.27, 0.11, 0.39], [0.57, 0.37, -0.93], [2.74, 0.71, 0.07], [2.02, -0.09, -0.77], [-1.93, 1.37, 1.30], [0.48, 0.48, 1.11], [0.17, -2.71, 0.50], [-0.24, -0.95, 0.73], [0.06, -0.10, -1.78], [0.65, 1.46, -0.97], [2.57, 1.80, -0.01], [3.64, 0.43, 0.63], [0.18, -2.50, -0.27]],
  "nbo_charge": [-0.693, 0.615, -0.699, 0.144, -0.578, -0.465, -0.642, -0.128, 0.201, 0.231, -0.035, 0.290, 0.216, 0.176, 0.144, 0.182, 0.043]
}


(two)
{
  "formula": "C6H9O2",
  "method": "ωB97M-V with the def2-TZVPD basis set",
  "lumo_energy_ev": 2.3,
  "spin_multiplicity": 1,
  "homo_ev": -3.43,
  "homo_lumo_gap_ev": 5.760,
  "total_charge": -1,
  "symbols": ["O", "C", "O", "C", "C", "C", "C", "C", "H", "H", "H", "H", "H", "H", "H", "H", "H"],
  "xyz": [[0.36, -2.76, 0.52], [-0.16, -2.01, 1.34], [0.11, -1.76, 2.53], [-1.31, -1.07, 0.76], [-0.75, 0.21, 0.28], [-0.27, 0.42, -1.09], [1.61, 1.83, -1.30], [0.29, 1.81, -1.14], [-2.00, -0.88, 1.58], [-1.84, -1.53, -0.07], [0.42, 0.31, 0.90], [-1.16, 1.16, 0.63], [0.41, -0.40, -1.42], [-1.17, 0.28, -1.69], [2.15, 0.92, -1.58], [2.23, 2.72, -1.21], [1.08, 0.75, 0.97]],
  "nbo_charge": [-0.729, 0.780, -0.752, -0.596, 0.074, -0.566, -0.578, -0.304, 0.217, 0.235, -0.036, 0.229, 0.189, 0.243, 0.138, 0.172, 0.284]
}


Short version: (one) is the least stable of them.


(one)
{
  "formula": "C3H4N2O3",
  "method": "ωB97M-V with the def2-TZVPD basis set",
  "lumo_energy_ev": [0.1, -0.3],
  "spin_multiplicity": 1,
  "homo_ev": [-7.23, -6.66],
  "homo_lumo_gap_ev": [7.370, 6.357],
  "total_charge": 0,
  "symbols": ["C", "C", "C", "N", "N", "O", "O", "O", "H", "H", "H", "H"],
  "xyz": [[0.73, 0.35, 0.44], [0.15, -0.96, -1.97], [-0.54, -0.04, 0.41], [1.70, -0.20, -0.35], [1.34, -0.82, -1.46], [-0.52, -1.39, -2.81], [-1.54, 0.76, 0.96], [-1.03, -1.21, -0.06], [0.97, 1.40, 0.93], [2.14, -0.88, -2.27], [-1.08, 1.59, 1.39], [-1.98, -1.11, 0.01]],
  "nbo_charge": [-0.212, 0.706, 0.524, -0.319, -0.435, -0.483, -0.702, -0.672, 0.196, 0.388, 0.500, 0.507]
}


(two)
{
  "formula": "C3H4N2O3",
  "method": "ωB97M-V with the def2-TZVPD basis set",
  "lumo_energy_ev": 0.4,
  "spin_multiplicity": 1,
  "homo_ev": -9.68,
  "homo_lumo_gap_ev": 10.056,
  "total_charge": 0,
  "smiles": "N#CN(O)O.C=C=O",
  "symbols": ["N", "C", "N", "O", "O", "H", "H", "C", "C", "O", "H", "H"],
  "xyz": [[-1.03, -0.55, 3.50], [-0.92, -1.02, 2.47], [-0.81, -1.70, 1.32], [0.45, -1.59, 0.72], [-1.86, -1.57, 0.42], [0.73, -2.49, 0.48], [-2.00, -0.64, 0.17], [0.41, 1.49, -0.54], [-0.42, 1.79, 0.40], [-1.20, 2.04, 1.23], [1.38, 1.09, -0.32], [0.15, 1.67, -1.57]],
  "nbo_charge": [-0.308, 0.353, 0.050, -0.537, -0.514, 0.487, 0.470, -0.787, 0.703, -0.454, 0.271, 0.265]
}


Short version: (one) is the least stable of them.